(1)
Below is a molecular structure, C17H24F6N3O5PPdS3 at a distorted geometry, with properties calculated with ωB97M-V with the def2-TZVPD basis set.

## Properties
Net charge: 0
Relative energy (zero: lowest compared OMol25 entry of this formula, charge and spin) (kJ/mol): 177.8
Total energy (a.u.): -3465.6606
HOMO (spin up / spin down) (eV): -8.285 / -8.386
Gap between HOMO and LUMO (spin up / spin down) (eV): 6.9 / 6.9

Geometry (Å):
Pd (-0.36874, -0.12920, 0.24272)
F (-2.65526, 4.66128, 1.16473)
C (-2.68094, 3.56142, 1.90500)
F (-2.10254, 3.81420, 3.08144)
F (-3.94183, 3.19686, 2.10627)
S (-1.74249, 2.20202, 1.11934)
O (-0.34701, 2.59032, 1.17567)
O (-2.08819, 1.01134, 1.88117)
N (-2.38730, 2.24773, -0.31996)
S (-1.68709, 1.51371, -1.54252)
O (-2.00032, 0.08314, -1.57438)
O (-0.29026, 1.82463, -1.72442)
C (-2.61083, 2.28150, -2.91913)
F (-2.08398, 1.81724, -4.04911)
F (-2.48743, 3.60140, -2.87889)
F (-3.89584, 1.95439, -2.85809)
C (-2.10074, -5.99014, 0.98663)
C (-0.82624, -5.18021, 1.16456)
N (-0.32593, -4.60467, -0.08304)
C (0.29194, -5.53582, -1.03836)
C (-0.64070, -5.98312, -2.15841)
C (-0.47396, -3.30985, -0.43067)
S (-1.37174, -2.26547, 0.67701)
N (-0.05366, -2.97385, -1.62925)
C (0.50456, -1.82851, -2.01489)
O (1.11260, -1.03503, -1.26487)
C (0.45796, -1.51825, -3.47986)
C (1.05967, -0.35051, -3.93265)
C (1.01272, -0.02141, -5.27948)
C (0.36308, -0.85993, -6.17588)
C (-0.24054, -2.02776, -5.72495)
C (-0.19068, -2.35723, -4.37899)
H (-2.45608, -6.34487, 1.95583)
H (-1.94432, -6.86308, 0.35242)
H (-2.88356, -5.37472, 0.53977)
H (-0.03062, -5.80507, 1.57648)
H (-1.00030, -4.36761, 1.86368)
H (0.62255, -6.39356, -0.45079)
H (1.17444, -5.05852, -1.45607)
H (-1.36192, -6.72440, -1.81479)
H (-0.06111, -6.42477, -2.97054)
H (-1.18561, -5.13061, -2.56122)
H (1.54087, 0.29709, -3.21426)
H (1.47678, 0.89275, -5.62772)
H (0.32306, -0.60105, -7.22683)
H (-0.75086, -2.67903, -6.42310)
H (-0.65921, -3.26204, -4.01413)
C (2.11341, -1.82712, 1.70761)
P (0.92583, -0.52533, 2.04232)
C (0.02149, -1.04685, 3.50340)
C (1.86783, 0.90449, 2.58204)
H (2.68985, -2.03331, 2.61231)
H (2.77629, -1.52392, 0.89775)
H (1.57607, -2.72238, 1.39419)
H (0.71374, -1.12437, 4.34472)
H (-0.44684, -2.00845, 3.30766)
H (-0.75664, -0.31681, 3.72439)
H (2.48102, 0.61398, 3.43716)
H (1.18504, 1.70596, 2.85559)
H (2.50420, 1.26353, 1.77352)

---

(2)
Below is 7 unconnected molecules or ions with the total composition C18H44Br6O12S4 at a distorted geometry, with properties calculated with ωB97M-V with the def2-TZVPD basis set.

## Properties
Net charge: 0
Relative energy (zero: lowest compared OMol25 entry of this formula, charge and spin) (kJ/mol): 31.4
Total energy (a.u.): -18651.8492
SMILES: CCOS(C)(=O)=O.CCOS(C)(=O)=O.CCOS(C)(=O)=O.CCOS(C)(=O)=O.BrCCBr.BrCCBr.BrCCBr
HOMO (eV): -10.011
Gap between HOMO and LUMO (eV): 10.1

Geometry (Å):
C (7.91044, 1.75891, 3.66460)
C (6.55910, 1.64445, 2.96474)
O (6.46471, 0.30299, 2.35404)
S (5.75449, 0.04248, 0.99461)
C (6.13042, -1.64676, 0.77439)
O (4.31739, 0.16719, 1.07568)
O (6.46173, 0.84919, 0.04836)
H (8.16824, 2.76692, 4.07891)
H (8.75730, 1.46305, 2.93918)
H (8.10224, 1.09867, 4.53360)
H (5.68501, 1.83477, 3.59030)
H (6.44143, 2.40645, 2.15521)
H (7.21139, -1.75897, 0.52744)
H (5.54833, -2.14016, -0.02773)
H (5.84183, -2.17721, 1.71334)
C (3.02553, 3.23344, 1.64515)
C (1.69878, 4.05986, 1.60921)
O (0.63092, 3.13046, 1.36484)
S (-0.80348, 3.76331, 1.28777)
C (-0.94879, 4.33855, -0.34115)
O (-1.71534, 2.69650, 1.39725)
O (-0.75309, 4.92499, 2.17509)
H (3.31138, 2.86699, 0.64910)
H (2.87081, 2.43665, 2.35714)
H (3.80572, 3.86714, 2.04748)
H (1.51442, 4.55748, 2.52659)
H (1.77810, 4.70992, 0.70657)
H (-0.13574, 4.99022, -0.65016)
H (-1.96329, 4.80322, -0.43492)
H (-0.91654, 3.52159, -1.00577)
C (-6.40605, -3.60811, -1.04370)
C (-5.19813, -4.39357, -1.31284)
O (-4.62380, -4.07288, -2.57802)
S (-5.04380, -4.85961, -3.87348)
C (-3.66140, -5.93595, -4.18390)
O (-6.25870, -5.60093, -3.51641)
O (-5.08943, -3.94215, -4.98839)
H (-6.16754, -2.57779, -0.79169)
H (-7.01579, -3.96185, -0.23908)
H (-7.11229, -3.65784, -1.89773)
H (-4.42048, -4.19203, -0.53350)
H (-5.54588, -5.40547, -1.39432)
H (-3.57145, -6.54856, -3.34151)
H (-2.88535, -5.21100, -4.40965)
H (-3.94804, -6.54133, -4.97883)
C (0.67023, -1.03450, 0.38301)
C (0.06122, 0.13739, -0.34160)
O (0.07190, -0.23395, -1.70421)
S (-0.93406, 0.39596, -2.69911)
C (-2.46786, -0.13829, -2.12376)
O (-0.90955, 1.84655, -2.53091)
O (-0.54182, -0.23548, -3.90543)
H (0.85304, -0.88622, 1.44662)
H (1.61790, -1.32880, -0.11986)
H (-0.00603, -1.93211, 0.14305)
H (-0.88400, 0.46072, 0.06647)
H (0.66953, 1.07356, -0.25000)
H (-2.74654, 0.59004, -1.31326)
H (-2.37994, -1.15433, -1.79385)
H (-3.19579, 0.00595, -2.97365)
Br (1.19805, -6.21765, 3.50991)
C (1.24217, -4.30159, 3.95723)
C (-0.14961, -3.76267, 3.86165)
Br (-0.10742, -1.81224, 4.37326)
H (1.81967, -3.86617, 3.13575)
H (1.76972, -4.18602, 4.91062)
H (-0.87054, -4.15640, 4.60688)
H (-0.55052, -3.70981, 2.86105)
Br (-6.92307, 0.30801, -1.00009)
C (-7.09116, 1.67216, 0.33561)
C (-6.24272, 2.90499, 0.13982)
Br (-4.35136, 2.60353, 0.30840)
H (-6.81010, 1.05753, 1.25031)
H (-8.13850, 1.99987, 0.21848)
H (-6.55170, 3.56908, 0.96806)
H (-6.41416, 3.31095, -0.87915)
Br (3.09117, 5.01237, -1.95124)
C (3.65946, 3.22623, -2.57788)
C (2.45510, 2.46474, -2.97517)
Br (3.09301, 0.88384, -4.03383)
H (4.19572, 2.82322, -1.73560)
H (4.38653, 3.42571, -3.36131)
H (1.82016, 3.05136, -3.68004)
H (1.78659, 2.12927, -2.16404)

---

(3)
Below is a molecular structure, C5H11NO5S at a distorted geometry, with properties calculated with ωB97M-V with the def2-TZVPD basis set.

## Properties
Net charge: 0
Relative energy (zero: lowest compared OMol25 entry of this formula, charge and spin) (kJ/mol): 23.7
Total energy (a.u.): -1026.1999
HOMO (eV): -9.351
Gap between HOMO and LUMO (eV): 9.4

Geometry (Å):
C (0.95665, 0.22827, -0.55976)
C (-3.20905, -0.75001, 0.96188)
C (-2.68264, -0.97414, -0.50863)
C (1.41663, 1.81894, -0.56193)
C (-1.17961, -1.18703, -0.36757)
N (1.19316, 2.52651, 0.61169)
O (-0.57845, -2.23024, -0.08808)
O (1.44879, -0.52878, 0.51445)
O (4.30726, 0.51976, 0.30036)
O (3.65921, -1.48818, -0.95409)
O (-0.52459, 0.05716, -0.55481)
S (3.69506, -0.83868, 0.32625)
H (1.39331, -0.29666, -1.45614)
H (-3.36684, 0.31050, 1.05443)
H (-2.46891, -1.07872, 1.55840)
H (-4.16941, -1.26104, 1.11328)
H (-3.14668, -0.25603, -1.21910)
H (-3.14201, -1.89660, -0.92171)
H (2.52599, 1.73483, -0.85960)
H (0.65007, 2.32404, -1.18998)
H (0.99348, -1.50313, 0.42270)
H (0.31103, 2.32110, 1.05740)
H (1.91756, 2.44815, 1.32056)